No. 1
Molecular formula: C28H25N10PdS2
Method: DFT, the ωB97M-V functional and the def2-TZVPD basis

Element x y z (Å)
Pd (-0.743, 0.113, 0.325)
N (-4.826, -0.971, -1.111)
C (-4.842, -2.151, -1.874)
C (-5.561, -3.257, -1.446)
C (-5.630, -4.399, -2.234)
C (-4.954, -4.450, -3.443)
C (-4.198, -3.357, -3.850)
C (-4.152, -2.205, -3.081)
S (-3.213, -0.802, -3.573)
N (-2.941, 0.021, -2.131)
C (-3.724, -0.106, -1.139)
C (-3.513, 0.737, 0.077)
C (-4.340, 0.670, 1.195)
C (-4.143, 1.543, 2.248)
C (-3.102, 2.457, 2.161)
C (-2.286, 2.419, 1.048)
N (-2.455, 1.566, 0.022)
H (-5.246, -1.085, -0.206)
H (-6.069, -3.221, -0.489)
H (-6.200, -5.252, -1.889)
H (-4.999, -5.337, -4.061)
H (-3.638, -3.395, -4.777)
H (-5.137, -0.055, 1.279)
H (-4.789, 1.511, 3.115)
H (-2.916, 3.177, 2.948)
H (-1.440, 3.092, 0.954)
C (2.100, 1.028, 1.210)
C (1.653, 2.021, 0.196)
N (0.615, 1.845, -0.585)
C (0.485, 2.992, -1.332)
C (1.462, 3.878, -1.011)
N (2.215, 3.249, -0.032)
C (3.366, 3.788, 0.629)
N (4.428, 4.054, -0.325)
N (5.063, 5.240, -0.329)
N (5.999, 5.225, -1.205)
C (5.992, 3.982, -1.813)
C (6.802, 3.461, -2.828)
C (6.543, 2.177, -3.238)
C (5.497, 1.413, -2.661)
C (4.696, 1.910, -1.664)
C (4.980, 3.221, -1.248)
H (1.395, 0.194, 1.087)
H (1.995, 1.407, 2.228)
H (3.129, 0.689, 1.058)
H (-0.307, 3.092, -2.057)
H (1.704, 4.862, -1.373)
H (3.698, 3.061, 1.368)
H (3.158, 4.734, 1.125)
H (7.591, 4.055, -3.270)
H (7.144, 1.733, -4.020)
H (5.317, 0.411, -3.027)
H (3.892, 1.327, -1.236)
C (-0.181, -5.819, 4.154)
C (0.154, -4.465, 3.588)
C (1.388, -3.869, 3.825)
C (1.573, -2.638, 3.219)
N (0.675, -2.043, 2.459)
C (-0.506, -2.687, 2.266)
S (-1.738, -1.979, 1.284)
N (-0.775, -3.893, 2.841)
H (0.367, -6.016, 5.077)
H (0.080, -6.597, 3.433)
H (-1.252, -5.883, 4.339)
H (2.148, -4.331, 4.441)
H (2.509, -2.095, 3.359)

Results
* HOMO-LUMO gap (spin up / spin down): 0.1747 / 0.1747 Eh
* total charge: -1
* E_HOMO (spin up / spin down): -0.094 / -0.094 Eh
* M: 672.13 g mol⁻¹
* multiplicity: 1
* lowest unoccupied orbital energy (spin up / spin down): 2.18 / 2.18 eV
* ΔE to the lowest compared entry with this formula, charge and spin: 60.2 kJ/mol
* E: -2553.84902 Ha

***

No. 2
Molecular formula: C28H25N3O5PbS2
Method: DFT, the ωB97M-V functional and the def2-TZVPD basis

Element x y z (Å)
Pb (-0.969, -0.174, -0.042)
S (2.362, 0.126, 1.249)
C (2.052, 1.181, -0.094)
N (0.830, 1.394, -0.514)
C (0.771, 2.483, -1.349)
C (-0.382, 3.137, -1.776)
C (-0.250, 4.308, -2.492)
C (1.004, 4.818, -2.824)
C (2.161, 4.172, -2.431)
C (2.032, 3.022, -1.669)
S (3.289, 2.138, -0.829)
H (-1.348, 2.773, -1.475)
H (-1.132, 4.857, -2.779)
H (1.070, 5.748, -3.362)
H (3.136, 4.568, -2.666)
O (1.940, -4.988, -4.507)
C (2.282, -5.065, -3.151)
C (1.730, -3.881, -2.423)
C (1.877, -3.731, -1.045)
C (1.280, -2.652, -0.428)
N (0.567, -1.732, -1.080)
C (0.454, -1.835, -2.417)
C (1.023, -2.898, -3.107)
C (-0.350, -0.833, -3.137)
C (-0.263, -0.702, -4.517)
C (-1.108, 0.167, -5.198)
C (-1.070, 0.238, -6.700)
O (0.006, -0.461, -7.253)
C (-2.040, 0.886, -4.448)
C (-2.054, 0.721, -3.080)
N (-1.222, -0.092, -2.429)
H (2.254, -5.775, -4.964)
H (3.375, -5.083, -3.009)
H (1.880, -5.974, -2.679)
H (2.426, -4.451, -0.461)
H (1.357, -2.521, 0.642)
H (0.904, -3.026, -4.169)
H (0.445, -1.274, -5.096)
H (-1.113, 1.281, -7.031)
H (-1.982, -0.260, -7.062)
H (0.749, 0.122, -7.441)
H (-2.744, 1.556, -4.916)
H (-2.779, 1.235, -2.467)
C (1.319, 0.413, 7.873)
O (1.592, 0.121, 6.511)
C (0.936, 0.733, 5.539)
C (-0.022, 1.746, 5.680)
C (-0.588, 2.312, 4.562)
C (-0.308, 1.895, 3.250)
C (-0.984, 2.567, 2.137)
C (-1.257, 4.033, 2.264)
O (-1.347, 2.003, 1.102)
C (0.589, 0.808, 3.134)
O (0.824, 0.182, 1.912)
C (1.232, 0.294, 4.238)
H (1.934, -0.281, 8.445)
H (0.264, 0.253, 8.111)
H (1.599, 1.437, 8.124)
H (-0.327, 2.102, 6.650)
H (-1.332, 3.079, 4.708)
H (-1.038, 4.439, 3.241)
H (-2.290, 4.239, 1.990)
H (-0.642, 4.555, 1.531)
H (1.958, -0.498, 4.126)

Results
* HOMO-LUMO gap: 0.2902 Eh
* total charge: +2
* E_HOMO: -0.505 Eh
* M: 754.86 g mol⁻¹
* multiplicity: 1
* lowest unoccupied orbital energy: -5.85 eV
* ΔE to the lowest compared entry with this formula, charge and spin: 0.0 kJ/mol
* E: -2611.21113 Ha

***

No. 3
Molecular formula: C28H25N4
Method: DFT, the ωB97M-V functional and the def2-TZVPD basis

Element x y z (Å)
C (-4.060, -2.328, -2.254)
C (-3.572, -2.664, -1.006)
C (-2.821, -1.753, -0.299)
C (-2.560, -0.500, -0.824)
N (-1.822, 0.469, -0.039)
C (-0.783, 0.208, 0.765)
N (-0.475, 1.349, 1.373)
C (0.710, 1.638, 2.154)
C (1.222, 0.709, 3.048)
C (2.361, 0.989, 3.772)
C (3.000, 2.204, 3.614)
C (2.511, 3.127, 2.714)
C (1.382, 2.837, 1.983)
C (-1.431, 2.310, 0.883)
C (-1.549, 3.704, 1.304)
C (-2.032, 4.658, 0.412)
C (-2.114, 5.984, 0.774)
C (-1.731, 6.378, 2.042)
C (-1.302, 5.439, 2.958)
C (-1.222, 4.113, 2.596)
N (-2.226, 1.759, 0.007)
C (-3.056, -0.169, -2.075)
C (-3.805, -1.079, -2.788)
H (-4.669, -3.030, -2.797)
H (-3.789, -3.631, -0.579)
H (-2.428, -1.998, 0.672)
H (0.727, -0.239, 3.163)
H (2.774, 0.253, 4.445)
H (3.898, 2.421, 4.169)
H (3.018, 4.067, 2.567)
H (1.003, 3.544, 1.270)
H (-2.345, 4.340, -0.566)
H (-2.471, 6.717, 0.067)
H (-1.760, 7.420, 2.314)
H (-1.022, 5.745, 3.954)
H (-0.914, 3.376, 3.314)
H (-2.845, 0.805, -2.478)
H (-4.198, -0.815, -3.758)
C (3.149, -1.589, -0.921)
N (2.115, -2.625, -0.844)
C (2.067, -3.620, -1.891)
C (1.274, -3.428, -3.030)
C (1.214, -4.390, -4.017)
C (1.941, -5.562, -3.891)
C (2.728, -5.771, -2.770)
C (2.793, -4.812, -1.782)
C (1.238, -2.619, 0.183)
H (3.764, -1.739, -1.805)
H (2.698, -0.602, -0.981)
H (3.794, -1.624, -0.047)
H (0.705, -2.522, -3.122)
H (0.596, -4.238, -4.886)
H (1.887, -6.316, -4.659)
H (3.281, -6.692, -2.671)
H (3.398, -4.975, -0.909)
H (0.477, -3.367, 0.238)
H (1.280, -1.865, 0.937)

Results
* HOMO-LUMO gap: 0.2373 Eh
* total charge: +1
* E_HOMO: -0.397 Eh
* M: 417.54 g mol⁻¹
* multiplicity: 1
* lowest unoccupied orbital energy: -4.35 eV
* ΔE to the lowest compared entry with this formula, charge and spin: 0.0 kJ/mol
* E: -1300.70721 Ha

***

No. 4
Molecular formula: C28H25N5O4W
Method: DFT, the ωB97M-V functional and the def2-TZVPD basis

Element x y z (Å)
W (0.589, -0.967, 1.143)
C (2.704, 2.720, -0.256)
C (2.379, 1.390, 0.013)
N (1.240, 1.042, 0.599)
C (0.385, 2.029, 0.975)
C (0.605, 3.381, 0.711)
C (1.810, 3.714, 0.064)
C (-0.375, 4.338, 1.140)
C (-1.470, 3.952, 1.832)
C (-1.682, 2.572, 2.165)
C (-2.754, 2.097, 2.948)
C (-2.850, 0.758, 3.246)
C (-1.894, -0.127, 2.756)
N (-0.872, 0.296, 2.008)
C (-0.763, 1.627, 1.720)
H (3.646, 2.949, -0.732)
H (3.045, 0.583, -0.264)
H (2.032, 4.749, -0.164)
H (-0.210, 5.383, 0.912)
H (-2.197, 4.681, 2.164)
H (-3.494, 2.795, 3.321)
H (-3.658, 0.376, 3.853)
H (-1.938, -1.192, 2.948)
N (4.456, -0.486, 2.742)
N (4.187, -1.856, 2.820)
C (2.995, -2.377, 2.496)
O (2.646, -3.514, 2.548)
O (2.076, -1.382, 2.085)
H (5.324, -0.353, 2.239)
H (4.559, -0.102, 3.675)
H (4.845, -2.503, 3.234)
C (-4.324, 0.756, -3.199)
C (-2.869, 0.765, -2.815)
C (-2.035, 1.759, -3.318)
C (-0.686, 1.798, -3.010)
C (-0.143, 0.841, -2.170)
C (-0.968, -0.150, -1.664)
N (-0.474, -1.171, -0.735)
C (0.662, -2.043, -1.030)
C (1.574, -1.817, -2.072)
C (2.619, -2.693, -2.235)
C (2.773, -3.800, -1.388)
C (1.860, -4.050, -0.392)
C (0.778, -3.178, -0.196)
C (-0.284, -3.550, 0.829)
O (-0.700, -4.651, 0.987)
O (-0.638, -2.471, 1.550)
C (-2.330, -0.217, -1.972)
C (-3.189, -1.329, -1.416)
H (-4.554, 1.605, -3.839)
H (-4.974, 0.813, -2.325)
H (-4.586, -0.151, -3.746)
H (-2.453, 2.509, -3.977)
H (-0.053, 2.568, -3.430)
H (0.908, 0.868, -1.936)
H (-1.278, -1.759, -0.517)
H (1.427, -1.003, -2.765)
H (3.319, -2.535, -3.044)
H (3.598, -4.482, -1.543)
H (1.933, -4.923, 0.241)
H (-2.822, -2.317, -1.711)
H (-4.208, -1.262, -1.781)
H (-3.252, -1.301, -0.322)

Results
* HOMO-LUMO gap (spin up / spin down): 0.2435 / 0.2436 Eh
* total charge: +2
* E_HOMO (spin up / spin down): -0.517 / -0.518 Eh
* M: 679.38 g mol⁻¹
* multiplicity: 1
* lowest unoccupied orbital energy (spin up / spin down): -7.45 / -7.46 eV
* ΔE to the lowest compared entry with this formula, charge and spin: 21.2 kJ/mol
* E: -1723.39769 Ha

***

No. 5
Molecular formula: C28H26BrN2O4PPd
Method: DFT, the ωB97M-V functional and the def2-TZVPD basis

Element x y z (Å)
Pd (0.641, 0.274, 0.454)
N (0.007, 2.116, -0.879)
C (-0.934, 2.974, -0.154)
C (-1.864, 2.135, 0.690)
N (-1.068, 1.315, 1.619)
H (0.919, 2.586, -0.865)
H (-0.271, 1.939, -1.835)
H (-1.521, 3.610, -0.819)
H (-0.339, 3.626, 0.487)
H (-2.432, 1.459, 0.056)
H (-2.573, 2.787, 1.208)
H (-1.656, 0.664, 2.125)
H (-0.579, 1.897, 2.292)
O (2.407, -2.861, 1.481)
C (1.268, -2.434, 1.479)
O (0.858, -1.284, 1.913)
C (0.160, -3.344, 0.962)
C (0.104, -4.642, 1.463)
C (-0.899, -5.511, 1.070)
C (-1.845, -5.106, 0.134)
C (-1.775, -3.834, -0.402)
C (-0.791, -2.937, 0.021)
P (-0.674, -1.291, -0.739)
C (-2.392, -0.792, -1.032)
C (-3.348, -1.022, -0.041)
C (-4.634, -0.522, -0.179)
C (-4.974, 0.225, -1.301)
C (-4.024, 0.470, -2.282)
C (-2.737, -0.031, -2.147)
C (0.013, -1.647, -2.387)
C (1.337, -1.286, -2.626)
C (1.927, -1.544, -3.857)
C (1.190, -2.157, -4.857)
C (-0.131, -2.525, -4.625)
C (-0.717, -2.274, -3.395)
H (0.869, -4.956, 2.161)
H (-0.944, -6.510, 1.485)
H (-2.625, -5.784, -0.186)
H (-2.503, -3.533, -1.148)
H (-3.079, -1.595, 0.839)
H (-5.372, -0.716, 0.588)
H (-5.977, 0.619, -1.406)
H (-4.286, 1.054, -3.156)
H (-1.997, 0.170, -2.914)
H (1.914, -0.804, -1.845)
H (2.958, -1.268, -4.031)
H (1.643, -2.353, -5.821)
H (-0.703, -3.014, -5.403)
H (-1.747, -2.561, -3.225)
Br (5.803, 4.828, 5.831)
C (4.796, 4.197, 4.354)
C (4.393, 2.873, 4.326)
C (3.648, 2.420, 3.247)
C (3.311, 3.285, 2.213)
C (3.723, 4.611, 2.262)
C (4.473, 5.077, 3.332)
C (2.481, 2.798, 1.053)
O (2.066, 3.618, 0.223)
O (2.279, 1.536, 1.024)
H (4.658, 2.207, 5.136)
H (3.319, 1.390, 3.201)
H (3.441, 5.271, 1.452)
H (4.801, 6.106, 3.376)

Results
* HOMO-LUMO gap (spin up / spin down): 0.2933 / 0.2648 Eh
* total charge: 0
* E_HOMO (spin up / spin down): -0.285 / -0.318 Eh
* M: 671.82 g mol⁻¹
* multiplicity: 3
* lowest unoccupied orbital energy (spin up / spin down): 0.22 / -1.44 eV
* E: -4536.35000 Ha

***

No. 6
Molecular formula: C28H26ClNiO21
Method: DFT, the ωB97M-V functional and the def2-TZVPD basis

Element x y z (Å)
Ni (-1.103, 1.149, -3.212)
Cl (-0.861, 1.538, 0.266)
O (-0.466, 1.276, -1.078)
O (-0.098, 2.681, 0.770)
O (-2.225, 1.932, 0.291)
O (-0.732, 0.388, 1.055)
C (-2.671, -2.978, -3.109)
C (-3.069, -4.288, -3.030)
C (-3.602, -4.861, -1.775)
O (-3.865, -6.071, -1.606)
C (-3.572, -3.866, -0.655)
C (-3.107, -2.609, -0.739)
C (-2.678, -2.012, -1.994)
O (-2.259, -0.856, -2.210)
O (-3.049, -1.799, 0.342)
O (-2.839, -5.143, -4.019)
H (-2.295, -2.686, -4.079)
H (-4.061, -4.123, 0.273)
H (-2.619, -0.971, 0.114)
H (-3.073, -5.997, -3.649)
C (-1.316, 7.667, 1.458)
C (-1.907, 8.221, 2.592)
C (-2.021, 7.602, 3.931)
O (-2.597, 8.157, 4.893)
C (-1.410, 6.239, 3.915)
C (-0.747, 5.700, 2.840)
C (-0.674, 6.331, 1.453)
O (-0.128, 5.895, 0.430)
O (0.037, 4.584, 2.982)
O (-2.567, 9.416, 2.473)
H (-1.299, 8.189, 0.513)
H (-1.276, 5.804, 4.894)
H (0.132, 4.212, 2.102)
H (-3.128, 9.604, 3.229)
C (-0.050, -4.036, 3.238)
C (-0.101, -5.340, 2.821)
C (-0.445, -5.696, 1.361)
O (-0.786, -6.771, 0.893)
C (-0.303, -4.546, 0.497)
C (-0.091, -3.244, 0.949)
C (0.066, -2.901, 2.394)
O (0.179, -1.806, 2.897)
O (0.053, -2.225, 0.095)
O (0.068, -6.346, 3.644)
H (0.188, -3.941, 4.288)
H (-0.324, -4.649, -0.577)
H (-0.048, -1.516, 0.734)
H (-0.145, -7.186, 3.232)
C (3.296, -0.330, 0.788)
C (3.446, -0.941, 2.019)
C (3.447, -0.179, 3.322)
O (3.478, -0.667, 4.465)
C (3.221, 1.279, 3.100)
C (3.147, 1.873, 1.876)
C (3.139, 1.122, 0.568)
O (3.099, 1.671, -0.502)
O (3.053, 3.222, 1.785)
O (3.670, -2.287, 2.178)
H (3.119, -0.959, -0.072)
H (3.186, 1.906, 3.978)
H (2.758, 3.497, 0.913)
H (4.063, -2.401, 3.047)
C (2.554, 1.310, -4.858)
C (1.278, 0.526, -5.091)
O (0.558, 0.178, -3.893)
C (1.174, -0.838, -3.168)
C (0.937, -2.199, -3.721)
H (3.144, 1.543, -5.745)
H (2.510, 2.249, -4.306)
H (3.239, 0.772, -4.203)
H (0.588, 0.922, -5.836)
H (1.484, -0.341, -5.720)
H (2.237, -0.657, -3.008)
H (0.707, -0.743, -2.188)
H (1.540, -2.391, -4.609)
H (-0.073, -2.155, -4.131)
H (0.885, -3.102, -3.113)

Results
* HOMO-LUMO gap (spin up / spin down): 0.1406 / 0.0857 Eh
* total charge: +1
* E_HOMO (spin up / spin down): -0.395 / -0.395 Eh
* M: 792.64 g mol⁻¹
* multiplicity: 3
* lowest unoccupied orbital energy (spin up / spin down): -6.93 / -8.42 eV
* E: -4630.32166 Ha

***

No. 7
Molecular formula: C28H26EuN7O3S
Method: DFT, the ωB97M-V functional and the def2-TZVPD basis

Element x y z (Å)
Eu (-0.355, -0.527, 0.543)
C (-1.657, 1.694, -1.726)
N (-2.302, 0.820, -0.721)
C (-3.225, -0.131, -1.361)
C (-2.527, -1.279, -2.048)
C (-3.073, -1.846, -3.189)
C (-2.469, -2.962, -3.746)
C (-1.325, -3.467, -3.147)
C (-0.834, -2.831, -2.023)
N (-1.419, -1.759, -1.471)
C (-3.041, 1.646, 0.241)
C (-2.122, 2.356, 1.205)
C (-2.558, 3.494, 1.865)
C (-1.707, 4.125, 2.758)
C (-0.437, 3.603, 2.946)
C (-0.083, 2.459, 2.259)
N (-0.906, 1.826, 1.407)
C (-0.464, 1.058, -2.393)
C (-0.246, 1.177, -3.754)
C (0.894, 0.614, -4.309)
C (1.784, -0.051, -3.479)
C (1.491, -0.130, -2.132)
N (0.393, 0.412, -1.591)
H (-1.301, 2.589, -1.210)
H (-2.379, 2.010, -2.485)
H (-3.883, 0.376, -2.075)
H (-3.857, -0.561, -0.581)
H (-3.962, -1.418, -3.635)
H (-2.884, -3.427, -4.630)
H (-0.821, -4.337, -3.544)
H (0.063, -3.190, -1.531)
H (-3.705, 0.999, 0.819)
H (-3.667, 2.386, -0.271)
H (-3.553, 3.876, 1.678)
H (-2.027, 5.014, 3.285)
H (0.270, 4.075, 3.613)
H (0.902, 2.032, 2.382)
H (-0.955, 1.706, -4.377)
H (1.087, 0.691, -5.370)
H (2.691, -0.494, -3.866)
H (2.165, -0.633, -1.445)
N (-3.019, -3.121, 2.871)
C (-3.029, -2.003, 3.661)
C (-2.623, -0.984, 2.860)
N (-2.342, -1.475, 1.593)
C (-2.580, -2.777, 1.656)
H (-3.198, -4.060, 3.188)
H (-3.317, -2.025, 4.697)
H (-2.533, 0.064, 3.095)
H (-2.446, -3.473, 0.845)
O (1.939, 0.294, 1.214)
C (1.823, -0.546, 2.113)
N (0.584, -0.928, 2.547)
S (0.685, -2.556, 2.466)
O (0.504, -2.748, 1.004)
O (-0.220, -3.278, 3.290)
C (2.383, -2.666, 2.943)
C (3.108, -3.665, 3.546)
C (4.416, -3.356, 3.913)
C (4.950, -2.098, 3.660)
C (4.205, -1.102, 3.033)
C (2.900, -1.395, 2.693)
H (2.677, -4.642, 3.720)
H (5.014, -4.109, 4.408)
H (5.965, -1.886, 3.969)
H (4.629, -0.125, 2.842)

Results
* HOMO-LUMO gap (spin up / spin down): 0.3125 / 0.3476 Eh
* total charge: +2
* E_HOMO (spin up / spin down): -0.537 / -0.537 Eh
* M: 692.59 g mol⁻¹
* multiplicity: 7
* lowest unoccupied orbital energy (spin up / spin down): -6.11 / -5.16 eV
* ΔE to the lowest compared entry with this formula, charge and spin: 54.8 kJ/mol
* E: -2799.78127 Ha